Entry 1:
{"formula": "C35H71FN4O8PS", "method": "ωB97M-V/def2-TZVPD", "e_tot_ev": -82623.6893, "lumo_ev": [0.536, -0.052], "e_homo_ha": [-0.3001, -0.3178], "multiplicity": 4, "symbols": ["C", "C", "C", "C", "C", "P", "N", "O", "O", "S", "O", "O", "O", "C", "C", "C", "F", "H", "H", "H", "H", "H", "H", "H", "H", "H", "H", "H", "H", "H", "H", "H", "H", "H", "C", "C", "C", "C", "C", "C", "N", "O", "C", "C", "C", "H", "H", "H", "H", "H", "H", "H", "H", "H", "H", "H", "H", "H", "H", "H", "H", "H", "H", "C", "C", "C", "C", "C", "C", "N", "O", "C", "C", "C", "H", "H", "H", "H", "H", "H", "H", "H", "H", "H", "H", "H", "H", "H", "H", "H", "H", "H", "C", "C", "C", "C", "C", "C", "N", "O", "C", "C", "C", "H", "H", "H", "H", "H", "H", "H", "H", "H", "H", "H", "H", "H", "H", "H", "H", "H", "H"], "xyz": [[1.50, 1.01, -4.07], [1.00, 0.27, -5.31], [2.10, -0.63, -5.88], [-0.35, -0.47, -5.15], [-0.71, -1.04, -3.77], [-1.49, 0.05, -2.40], [-2.22, 1.35, -3.28], [-0.30, 0.80, -1.60], [0.41, -1.82, -3.30], [0.29, -3.36, -3.74], [1.33, -3.70, -4.64], [0.11, -4.14, -2.56], [-1.09, -3.24, -4.53], [-1.77, -2.14, -3.89], [-3.20, -1.91, -4.31], [-3.45, -1.28, -5.67], [-4.53, -1.93, -6.27], [0.89, 1.89, -3.85], [1.55, 0.38, -3.18], [2.51, 1.37, -4.26], [0.83, 1.04, -6.06], [2.90, 0.02, -6.24], [2.49, -1.33, -5.15], [1.72, -1.15, -6.76], [-1.14, 0.17, -5.54], [-0.31, -1.33, -5.83], [-1.82, 2.25, -3.03], [-2.12, 1.26, -4.29], [-0.09, 1.65, -2.01], [-1.88, -2.48, -2.84], [-3.73, -1.39, -3.52], [-3.66, -2.90, -4.37], [-2.61, -1.39, -6.35], [-3.75, -0.24, -5.58], [0.62, 5.23, 1.66], [0.93, 4.16, 0.59], [2.33, 3.58, 0.76], [3.45, 4.49, 0.25], [3.18, 4.90, -1.19], [1.81, 5.57, -1.37], [0.74, 4.69, -0.80], [0.42, 3.75, -1.63], [1.84, 6.96, -0.73], [1.53, 5.79, -2.85], [-0.07, 3.04, 0.84], [0.96, 6.23, 1.40], [-0.46, 5.30, 1.82], [1.08, 4.96, 2.60], [2.39, 2.63, 0.21], [2.49, 3.34, 1.81], [3.57, 5.36, 0.90], [4.40, 3.95, 0.30], [3.95, 5.59, -1.54], [3.24, 4.02, -1.83], [0.83, 7.39, -0.67], [2.45, 7.63, -1.34], [2.27, 6.98, 0.27], [1.60, 4.87, -3.43], [2.26, 6.50, -3.25], [0.53, 6.22, -3.00], [-1.09, 3.36, 0.62], [-0.03, 2.72, 1.88], [0.16, 2.18, 0.21], [6.13, -0.04, 4.93], [4.69, 0.31, 5.33], [4.07, -0.78, 6.22], [3.63, -2.03, 5.47], [2.70, -1.65, 4.32], [3.33, -0.64, 3.37], [3.83, 0.55, 4.13], [2.87, 1.36, 4.40], [4.44, -1.32, 2.55], [2.30, -0.16, 2.35], [4.79, 1.59, 6.15], [6.22, -0.67, 4.06], [6.69, 0.87, 4.70], [6.64, -0.55, 5.75], [3.20, -0.36, 6.74], [4.79, -1.04, 7.00], [4.49, -2.59, 5.11], [3.10, -2.69, 6.16], [2.42, -2.54, 3.74], [1.77, -1.24, 4.73], [5.03, -0.59, 2.00], [3.99, -2.00, 1.83], [5.12, -1.92, 3.16], [1.41, 0.24, 2.82], [1.99, -1.00, 1.72], [2.73, 0.61, 1.70], [5.13, 2.43, 5.54], [5.52, 1.43, 6.95], [3.85, 1.87, 6.61], [-6.11, -4.22, 2.69], [-6.14, -3.33, 1.44], [-6.48, -4.14, 0.18], [-5.33, -4.97, -0.37], [-4.09, -4.09, -0.58], [-3.68, -3.35, 0.69], [-4.85, -2.60, 1.26], [-5.03, -1.49, 0.62], [-3.09, -4.35, 1.70], [-2.57, -2.36, 0.38], [-7.27, -2.33, 1.68], [-5.16, -4.72, 2.87], [-6.31, -3.63, 3.58], [-6.88, -5.00, 2.63], [-6.81, -3.44, -0.60], [-7.34, -4.78, 0.40], [-5.10, -5.81, 0.30], [-5.62, -5.41, -1.32], [-3.25, -4.69, -0.92], [-4.30, -3.37, -1.37], [-2.95, -3.89, 2.68], [-2.11, -4.68, 1.34], [-3.68, -5.25, 1.82], [-2.84, -1.67, -0.42], [-1.68, -2.91, 0.04], [-2.29, -1.78, 1.26], [-7.03, -1.66, 2.51], [-8.17, -2.89, 1.94], [-7.48, -1.72, 0.80]]}

***

Entry 2:
{"formula": "C35H72N2O11S2", "method": "ωB97M-V/def2-TZVPD", "e_tot_ev": -84630.8676, "relative_energy_kcal_mol": 27.2, "lumo_ev": 0.177, "e_homo_ha": -0.3228, "multiplicity": 1, "symbols": ["C", "C", "N", "H", "H", "H", "C", "C", "N", "H", "H", "H", "C", "S", "O", "C", "H", "H", "H", "H", "H", "H", "C", "S", "O", "C", "H", "H", "H", "H", "H", "H", "C", "C", "O", "C", "H", "H", "H", "H", "H", "H", "C", "C", "O", "C", "H", "H", "H", "H", "H", "H", "C", "C", "O", "C", "H", "H", "H", "H", "H", "H", "C", "C", "O", "C", "H", "H", "H", "H", "H", "H", "C", "C", "O", "C", "H", "H", "H", "H", "H", "H", "C", "C", "O", "C", "H", "H", "H", "H", "H", "H", "C", "C", "O", "C", "H", "H", "H", "H", "H", "H", "C", "C", "O", "C", "H", "H", "H", "H", "H", "H", "C", "C", "O", "C", "H", "H", "H", "H", "H", "H"], "xyz": [[-3.89, -3.17, 1.34], [-3.25, -4.43, 0.84], [-2.75, -5.41, 0.40], [-4.69, -3.34, 2.07], [-4.25, -2.56, 0.51], [-3.18, -2.46, 1.78], [3.98, 2.76, 1.05], [5.36, 3.01, 1.21], [6.48, 3.15, 1.38], [3.62, 1.78, 0.76], [3.65, 3.61, 0.45], [3.62, 3.09, 2.02], [-3.66, 0.72, -0.18], [-4.99, 1.96, -0.16], [-4.85, 2.64, 1.21], [-4.22, 3.20, -1.31], [-3.03, 0.88, 0.69], [-3.03, 0.77, -1.07], [-4.01, -0.31, -0.28], [-4.45, 2.90, -2.33], [-3.17, 3.38, -1.07], [-4.63, 4.21, -1.22], [5.70, -2.61, -0.54], [5.17, -0.92, -0.01], [3.63, -0.77, -0.12], [5.67, -1.10, 1.73], [5.16, -3.34, 0.06], [6.76, -2.70, -0.32], [5.41, -2.73, -1.58], [6.74, -1.17, 1.90], [5.23, -1.95, 2.25], [5.35, -0.15, 2.16], [-0.17, -0.50, -0.78], [-0.16, -0.29, 0.72], [-0.81, -0.93, 1.51], [0.78, 0.81, 1.18], [-0.28, 0.50, -1.21], [-0.95, -1.21, -1.04], [0.84, -0.86, -1.00], [0.25, 1.75, 1.02], [1.64, 0.79, 0.51], [1.09, 0.71, 2.22], [-0.20, 3.64, -2.65], [-0.89, 3.20, -3.94], [-1.21, 1.98, -4.08], [-1.19, 4.20, -5.08], [-0.88, 4.32, -2.12], [0.69, 4.25, -2.78], [0.02, 2.76, -2.05], [-1.48, 5.19, -4.72], [-1.99, 3.83, -5.73], [-0.38, 4.45, -5.76], [-1.95, 2.09, 3.02], [-2.54, 3.05, 4.05], [-1.80, 3.72, 4.76], [-3.99, 2.99, 4.39], [-0.90, 1.85, 3.19], [-2.03, 2.48, 2.00], [-2.52, 1.16, 2.96], [-4.28, 1.99, 4.70], [-4.59, 3.30, 3.54], [-4.12, 3.71, 5.20], [3.37, -5.56, -2.80], [2.60, -4.62, -3.69], [2.21, -4.94, -4.75], [2.30, -3.22, -3.02], [3.70, -6.44, -3.36], [2.95, -5.94, -1.87], [4.37, -5.20, -2.57], [3.05, -2.43, -3.12], [2.04, -3.42, -1.99], [1.34, -2.88, -3.40], [3.66, 2.46, -2.55], [3.27, 1.73, -3.72], [3.39, 2.22, -4.83], [2.70, 0.37, -3.62], [3.19, 2.09, -1.64], [3.26, 3.48, -2.55], [4.74, 2.43, -2.51], [2.17, 0.20, -2.68], [3.44, -0.43, -3.64], [2.07, 0.12, -4.48], [-1.20, -3.42, -3.03], [-2.64, -3.01, -3.10], [-3.01, -1.95, -2.61], [-3.68, -3.83, -3.89], [-0.76, -3.62, -4.01], [-1.08, -4.29, -2.37], [-0.65, -2.56, -2.65], [-3.18, -4.50, -4.58], [-4.30, -3.16, -4.48], [-4.34, -4.39, -3.22], [-2.27, -1.06, 5.10], [-3.59, -1.69, 4.76], [-4.44, -1.06, 4.12], [-3.92, -3.13, 5.28], [-2.39, 0.01, 4.94], [-1.52, -1.31, 4.35], [-1.93, -1.21, 6.12], [-3.63, -3.89, 4.56], [-5.01, -3.19, 5.30], [-3.60, -3.18, 6.32], [2.13, -2.97, 2.70], [1.52, -3.69, 1.47], [1.99, -3.63, 0.36], [0.14, -4.16, 1.64], [1.23, -2.56, 3.16], [2.84, -2.17, 2.49], [2.71, -3.74, 3.22], [-0.57, -3.34, 1.60], [0.19, -4.87, 2.47], [-0.09, -4.80, 0.78], [0.54, 4.67, 1.79], [-0.49, 5.32, 0.83], [-1.38, 4.62, 0.39], [-0.40, 6.80, 0.40], [0.22, 3.79, 2.33], [0.92, 5.42, 2.49], [1.40, 4.37, 1.19], [0.29, 6.86, -0.44], [-0.03, 7.38, 1.25], [-1.36, 7.22, 0.11]]}

***

Entry 3:
{"formula": "C35H72N5O24S4", "method": "ωB97M-V/def2-TZVPD", "e_tot_ev": -137378.1461, "charge": 1, "lumo_ev": -5.032, "e_homo_ha": -0.3856, "multiplicity": 1, "symbols": ["C", "C", "N", "C", "C", "C", "S", "S", "C", "C", "C", "N", "C", "N", "C", "C", "N", "N", "S", "S", "H", "H", "H", "H", "H", "H", "H", "H", "H", "H", "H", "H", "H", "H", "H", "H", "H", "H", "H", "H", "H", "H", "H", "H", "C", "O", "C", "O", "O", "C", "H", "H", "H", "H", "H", "H", "C", "O", "C", "O", "O", "C", "H", "H", "H", "H", "H", "H", "C", "O", "C", "O", "O", "C", "H", "H", "H", "H", "H", "H", "C", "O", "C", "O", "O", "C", "H", "H", "H", "H", "H", "H", "C", "O", "C", "O", "O", "C", "H", "H", "H", "H", "H", "H", "C", "O", "C", "O", "O", "C", "H", "H", "H", "H", "H", "H", "C", "O", "C", "O", "O", "C", "H", "H", "H", "H", "H", "H", "C", "O", "C", "O", "O", "C", "H", "H", "H", "H", "H", "H"], "xyz": [[-0.63, -1.30, 0.97], [0.86, -0.54, 0.88], [0.80, 0.83, 0.25], [2.06, 1.08, -0.54], [1.75, 0.50, -2.07], [0.54, 1.95, 1.21], [0.78, 2.00, 2.89], [-0.10, 3.58, 0.42], [-1.88, 3.40, -0.11], [-2.20, 1.93, -0.81], [-3.66, 2.05, -1.54], [-4.57, 0.85, -1.34], [-5.06, 0.37, -0.15], [-4.65, 1.04, 1.15], [-4.04, 0.06, 2.13], [-2.80, 0.65, 3.02], [-2.54, 1.97, 3.30], [-6.01, -0.81, -0.06], [-5.44, -2.20, -0.96], [-7.58, -0.29, -0.69], [-1.02, -1.39, 2.08], [-1.41, -0.85, 0.22], [-0.46, -2.42, 0.60], [1.42, -0.62, 1.90], [1.48, -1.22, 0.12], [2.97, 0.56, -0.02], [2.26, 2.24, -0.63], [2.57, -0.26, -2.42], [1.59, 1.42, -2.80], [0.71, -0.09, -2.07], [-2.58, 3.54, 0.83], [-2.22, 4.23, -0.89], [-1.36, 1.60, -1.57], [-2.24, 1.16, 0.08], [-4.27, 3.03, -1.23], [-3.47, 2.16, -2.71], [-4.92, 0.36, -2.22], [-5.44, 1.56, 1.60], [-4.86, -0.35, 2.88], [-3.66, -0.90, 1.54], [-2.07, -0.15, 3.53], [-3.27, 2.53, 2.82], [-4.43, -1.76, -1.86], [-7.90, -1.29, -1.66], [3.58, 1.26, 3.71], [4.50, 1.18, 4.80], [5.09, 2.37, 5.11], [4.90, 3.43, 4.55], [5.94, 2.15, 6.15], [6.63, 3.32, 6.59], [3.17, 0.26, 3.55], [2.76, 1.93, 3.95], [4.09, 1.57, 2.79], [5.93, 4.08, 6.94], [7.27, 3.71, 5.78], [7.28, 3.03, 7.42], [-1.36, 0.87, -5.23], [-2.30, -0.09, -4.77], [-2.40, -1.20, -5.55], [-1.77, -1.42, -6.57], [-3.32, -2.02, -4.99], [-3.54, -3.24, -5.71], [-1.36, 1.71, -4.53], [-0.35, 0.44, -5.25], [-1.64, 1.24, -6.22], [-2.61, -3.83, -5.75], [-3.91, -3.03, -6.72], [-4.29, -3.82, -5.18], [4.18, 5.68, 0.41], [4.77, 6.43, -0.65], [4.49, 5.94, -1.89], [3.81, 4.96, -2.14], [5.11, 6.74, -2.80], [4.91, 6.34, -4.15], [4.46, 6.16, 1.36], [3.08, 5.70, 0.34], [4.55, 4.65, 0.42], [3.84, 6.39, -4.41], [5.31, 5.34, -4.33], [5.44, 7.05, -4.79], [5.74, 0.10, -7.93], [4.77, 0.25, -6.89], [4.80, 1.45, -6.27], [5.57, 2.37, -6.52], [3.83, 1.46, -5.32], [3.75, 2.67, -4.57], [5.63, -0.90, -8.36], [5.58, 0.84, -8.72], [6.76, 0.19, -7.52], [3.51, 3.51, -5.23], [4.68, 2.86, -4.03], [2.94, 2.56, -3.84], [-5.37, -5.01, -10.23], [-6.10, -6.19, -9.90], [-6.30, -6.37, -8.57], [-5.92, -5.63, -7.68], [-7.00, -7.52, -8.40], [-7.29, -7.84, -7.04], [-5.27, -4.97, -11.32], [-5.91, -4.12, -9.90], [-4.37, -5.05, -9.79], [-7.90, -7.06, -6.58], [-6.36, -7.99, -6.48], [-7.85, -8.78, -7.03], [-8.42, -2.85, 6.56], [-7.83, -2.10, 5.49], [-8.11, -2.59, 4.25], [-8.79, -3.57, 4.00], [-7.49, -1.79, 3.34], [-7.69, -2.19, 1.99], [-8.14, -2.37, 7.50], [-9.52, -2.83, 6.48], [-8.05, -3.88, 6.56], [-8.76, -2.14, 1.73], [-7.29, -3.19, 1.81], [-7.16, -1.48, 1.35], [6.12, 3.03, 13.23], [5.43, 1.93, 12.64], [5.29, 2.01, 11.30], [5.70, 2.92, 10.59], [4.61, 0.91, 10.88], [4.39, 0.86, 9.47], [6.17, 2.85, 14.31], [7.14, 3.09, 12.84], [5.58, 3.96, 13.06], [5.34, 0.84, 8.93], [3.78, 1.71, 9.14], [3.85, -0.06, 9.24], [4.71, -2.20, 2.39], [5.08, -3.55, 2.10], [4.38, -4.11, 1.09], [3.50, -3.58, 0.44], [4.83, -5.38, 0.92], [4.18, -6.11, -0.12], [5.33, -1.85, 3.22], [4.89, -1.56, 1.53], [3.66, -2.15, 2.71], [4.34, -5.62, -1.09], [3.11, -6.21, 0.09], [4.62, -7.11, -0.17]]}

***

What is the formula in the second record?
C35H72N2O11S2

***

Look up the multiplicity of the first one.
4

***

Which of these has the highest multiplicity?
C35H71FN4O8PS